Computed, not measured: C12H22Cl8Mg2O4 as an isolated structure, with wB97M-V/def2-TZVPD.

Geometry (Å):
Mg: 10.8195 -7.6507 0.5408
Mg: 14.6476 -8.2046 1.3703
C: 13.0174 -6.1367 3.4826
C: 12.3526 -6.7605 2.3407
O: 11.1393 -6.7254 2.2576
O: 12.8647 -7.4464 1.4426
H: 12.3764 -5.5229 4.1153
H: 13.7953 -5.4772 3.0977
H: 13.4052 -6.8935 4.1644
C: 15.1985 -10.7731 4.3335
C: 15.1615 -9.7683 3.1571
O: 14.6648 -10.0965 2.0773
O: 15.1738 -8.5212 3.2445
H: 15.8566 -10.2880 5.0543
H: 15.6115 -11.7407 4.0482
H: 14.2502 -10.9959 4.8225
Cl: 14.6650 -9.1059 7.5846
C: 14.9104 -7.3601 7.6712
C: 15.6547 -6.8697 6.4657
Cl: 16.0201 -5.1138 6.6225
H: 15.3806 -7.0698 8.6108
H: 14.0417 -6.7029 7.6354
H: 15.1312 -7.0257 5.5224
H: 16.6811 -7.2322 6.4098
Cl: 16.2955 -5.6404 2.2192
C: 17.0778 -4.6388 3.4485
C: 18.1104 -3.7430 2.8073
Cl: 17.3457 -2.4194 1.8404
H: 17.5001 -5.4067 4.0968
H: 16.3225 -4.1671 4.0770
H: 18.8407 -4.2849 2.2063
H: 18.6321 -3.2287 3.6144
Cl: 8.6638 -5.2004 8.6230
C: 9.3338 -6.4204 7.4739
C: 10.2025 -5.8234 6.3915
Cl: 11.6534 -5.0822 7.1009
H: 8.5228 -7.0824 7.1702
H: 9.9223 -7.1349 8.0494
H: 9.6320 -5.2276 5.6791
H: 10.5706 -6.5810 5.6997
Cl: 9.3813 -3.8974 2.7480
C: 10.9035 -3.1123 2.2333
C: 11.6103 -2.6159 3.4672
Cl: 13.1607 -1.9083 3.1569
H: 10.6312 -2.2374 1.6428
H: 11.4839 -3.7164 1.5360
H: 11.9548 -3.4321 4.1021
H: 10.9440 -1.9700 4.0391

Calculated values
E_tot = -4852.61068 Eh
F_max = 0.1050 Eh/bohr
LUMO level = -10.924 eV
ΔE to the lowest compared entry with this formula, charge and spin = 57.75 kcal/mol
E_HOMO = -14.38 eV
gap between HOMO and LUMO = 3.46 eV
charge = +2

Computed, not measured: the molecule C6H10O, with wB97M-V/def2-TZVPD.

Geometry (Å):
C: -2.7760 -0.5816 -1.9243
C: -1.3291 -0.7735 -1.5039
C: -0.7654 -0.2150 -0.4291
C: 0.6728 -0.3223 -0.1464
C: 1.2139 0.2526 0.9284
C: 2.6054 0.7833 1.0110
O: 0.3890 0.6378 1.9828
H: -2.8928 -0.8529 -2.9631
H: -3.1221 0.4251 -1.7175
H: -3.3465 -1.3028 -1.3361
H: -0.6540 -1.0662 -2.3043
H: -1.4020 0.0866 0.3929
H: 1.2727 -0.5038 -1.0272
H: 2.7522 1.7925 0.6247
H: 3.0064 0.6750 2.0183
H: 3.2575 0.1607 0.3866
H: 0.3242 1.5980 1.9081

Calculated values
E_tot = -309.79757 Eh
F_max = 0.0440 Eh/bohr
LUMO level = 0.812 eV
ΔE to the lowest compared entry with this formula, charge and spin = 28.12 kcal/mol
E_HOMO = -8.11 eV
gap between HOMO and LUMO = 8.92 eV
charge = 0

Computed, not measured: the molecule C3H7N3S, with wB97M-V/def2-TZVPD.

Geometry (Å):
H: 0.6595 1.6568 -0.0560
N: -0.2459 1.3319 0.0569
C: -0.1040 0.0851 0.0920
N: -1.1251 -0.7123 0.4863
C: -2.5240 -0.6517 -0.0806
N: -3.0138 0.5024 -0.0888
H: -4.0102 0.2421 -0.4994
S: 1.4343 -0.8686 -0.1362
C: 2.9182 0.3540 0.0621
H: -0.8071 -1.8464 0.2726
H: -3.1226 -1.7255 -0.2647
H: 2.8311 1.2921 -0.6092
H: 3.1620 0.5166 1.2662
H: 3.9476 -0.1763 -0.5010

Calculated values
E_tot = -680.83818 Eh
F_max = 0.1634 Eh/bohr
LUMO level = 0.497 eV
ΔE to the lowest compared entry with this formula, charge and spin = 90.40 kcal/mol
E_HOMO = -9.17 eV
gap between HOMO and LUMO = 9.67 eV
charge = 0